The following is a DFT calculation (the ωB97M-V functional and the def2-TZVPD basis) of a molecular structure, C30H32FN3Se3TeV.

Element x y z (Å)
V -1.84 -0.17 0.29
Se -3.18 1.06 1.99
Se -4.01 3.07 1.26
Te -4.88 2.35 -1.09
Se -3.95 0.05 -1.22
C 1.00 0.72 1.90
N -0.22 -0.11 1.73
C -0.43 -0.96 2.67
C -1.57 -1.81 2.59
C -2.11 -2.78 3.42
C -3.30 -3.20 2.79
C -3.42 -2.47 1.61
N -2.37 -1.63 1.48
C 1.06 1.58 3.14
C 2.27 1.69 3.83
C 2.39 2.52 4.94
C 1.30 3.26 5.37
C 0.09 3.16 4.69
C -0.03 2.33 3.58
H 1.12 1.35 1.03
H 1.87 0.06 1.91
H 0.25 -1.03 3.52
H -1.70 -3.12 4.36
H -3.99 -3.95 3.14
H -4.20 -2.48 0.87
H 3.12 1.10 3.50
H 3.34 2.58 5.47
H 1.38 3.91 6.24
H -0.78 3.73 5.02
H -0.98 2.24 3.07
C 2.11 -2.71 0.10
C 1.82 -2.09 -1.26
C 2.74 -2.72 -2.32
C 1.93 -0.56 -1.25
C 3.20 0.00 -1.22
C 3.38 1.38 -1.27
C 2.27 2.19 -1.45
C 0.98 1.66 -1.52
C -0.15 2.66 -1.77
C -0.96 2.94 -0.50
C -1.07 2.36 -2.95
C 0.80 0.28 -1.32
N -0.52 -0.31 -1.26
C -0.82 -1.06 -2.43
C -0.20 -0.88 -3.68
C -0.51 -1.67 -4.78
C -1.44 -2.70 -4.69
C -2.04 -2.93 -3.46
C -1.70 -2.13 -2.39
F -2.22 -2.43 -1.18
H 2.08 -3.80 0.04
H 1.37 -2.40 0.83
H 3.10 -2.41 0.46
H 0.81 -2.35 -1.53
H 3.79 -2.71 -2.01
H 2.66 -2.19 -3.28
H 2.45 -3.76 -2.48
H 4.07 -0.64 -1.14
H 4.37 1.81 -1.22
H 2.40 3.26 -1.56
H 0.36 3.60 -2.02
H -1.39 2.02 -0.10
H -1.77 3.63 -0.67
H -0.32 3.33 0.30
H -1.71 1.50 -2.77
H -0.49 2.18 -3.86
H -1.72 3.22 -3.12
H 0.54 -0.10 -3.77
H -0.01 -1.48 -5.72
H -1.69 -3.31 -5.55
H -2.76 -3.73 -3.30

Values from the calculation:
E_tot = -9843.02375 hartree
Multiplicity = 3
Charge = -1
⟨S²⟩ = 2.0265

The following is a DFT calculation (the ωB97M-V functional and the def2-TZVPD basis) of a molecular structure, CH6N4O2.

Element x y z (Å)
N -0.63 -0.53 -0.93
N 1.14 0.26 0.26
C 0.12 -0.59 0.32
N -1.88 -0.85 -0.81
N 2.13 0.23 1.26
O -0.15 1.08 -1.61
O -0.30 -1.22 1.28
H -0.72 1.74 -1.18
H 0.98 0.96 -0.62
H -2.35 -1.10 -1.67
H -2.39 -0.58 0.03
H 2.10 1.11 1.76
H 1.93 -0.52 1.92

Values from the calculation:
E_tot = -411.06733 hartree

The following is a DFT calculation (the ωB97M-V functional and the def2-TZVPD basis) of a molecular structure, C14H46BCsO7.

Element x y z (Å)
Cs 1.80 -1.29 -2.11
B -0.52 -0.13 0.22
H 0.55 -0.10 0.06
H -0.82 0.86 0.52
H -1.04 -0.32 -0.70
H -0.76 -0.94 0.90
C 2.41 1.99 4.21
C 1.49 1.81 2.96
O 1.76 2.82 2.05
H 2.67 0.97 4.52
H 2.00 2.52 5.07
H 3.39 2.43 4.07
H 0.43 1.75 3.19
H 1.76 0.85 2.53
H 1.40 2.60 1.18
C -1.57 -1.30 -6.00
C -2.10 -0.71 -4.68
O -0.96 -0.53 -3.84
H -0.73 -0.70 -6.35
H -2.35 -1.57 -6.71
H -1.27 -2.34 -5.91
H -2.86 -1.39 -4.28
H -2.43 0.32 -4.79
H -1.36 -0.22 -3.02
C -2.16 -3.20 -1.76
C -1.48 -3.90 -0.59
O -0.22 -3.24 -0.49
H -2.19 -2.11 -1.79
H -3.18 -3.59 -1.75
H -1.70 -3.64 -2.65
H -1.44 -4.97 -0.81
H -2.05 -3.84 0.34
H -0.27 -2.48 0.11
C -3.55 0.86 2.18
C -3.71 -0.32 1.25
O -3.48 0.17 -0.04
H -4.05 1.75 1.82
H -2.49 1.14 2.19
H -3.69 0.73 3.26
H -4.68 -0.80 1.36
H -2.93 -1.07 1.33
H -2.54 -0.01 -0.08
C 0.73 2.92 -2.81
C 0.54 3.43 -1.36
O 0.98 2.43 -0.47
H 1.76 3.11 -3.13
H 0.09 3.48 -3.49
H 0.42 1.88 -2.93
H -0.50 3.66 -1.09
H 1.07 4.36 -1.18
H 0.16 1.97 -0.34
C -0.51 -1.58 4.00
C -0.05 -2.73 3.04
O 1.03 -2.03 2.33
H -1.28 -1.88 4.71
H -0.87 -0.67 3.52
H 0.29 -1.34 4.70
H -0.85 -2.85 2.32
H 0.18 -3.68 3.52
H 0.60 -1.31 1.87
C 5.26 1.83 0.21
C 4.37 0.61 -0.07
O 3.41 1.18 -1.06
H 6.08 1.77 0.93
H 4.75 2.69 0.66
H 5.70 2.25 -0.69
H 3.83 0.30 0.82
H 5.02 -0.21 -0.37
H 2.67 1.59 -0.61

Values from the calculation:
E_tot = -1132.47593 hartree

Respective max |F| values: 1.21 2.26 4.37 eV Å⁻¹.